Molecular formula: C2H4BrFO
Method: DFT, the ωB97M-V functional and the def2-TZVPD basis

Results
ΔE to the lowest compared entry with this formula, charge and spin, kJ/mol: 443.0
F_max, eV/A: 3.36
Highest occupied orbital energy, eV: -10.43

XYZ file:
```
9
Properties=species:S:1:pos:R:3:forces:R:3
C -0.946 0.604 -0.163 2.00 -2.22 -1.54
C 0.401 -0.025 0.309 0.58 -1.72 -0.73
O 0.996 -1.186 -0.499 -1.24 0.15 0.65
F 0.967 -2.450 0.218 -0.54 1.09 -0.06
Br 1.845 1.143 -0.158 0.21 0.96 0.33
H -1.043 0.617 -1.249 0.72 -0.15 -0.23
H -1.798 0.045 0.092 -1.07 -0.47 1.24
H -0.894 1.607 0.082 -0.47 1.88 1.10
H 0.473 -0.355 1.368 -0.18 0.47 -0.77
```
Forces are in eV/Å.

For reference, the Mulliken charges in units of e are: C -1.22; C 0.17; O -0.13; F -0.19; Br -0.10; H 0.35; H 0.35; H 0.38; H 0.38

Molecular formula: C2H2Cl2Si
Method: DFT, the ωB97M-V functional and the def2-TZVPD basis

Results
ΔE to the lowest compared entry with this formula, charge and spin, kJ/mol: 263.9
F_max, eV/A: 2.66
Highest occupied orbital energy, eV: -9.57

XYZ file:
```
7
Properties=species:S:1:pos:R:3:forces:R:3
C -0.008 -0.740 -1.870 1.21 0.15 -1.37
C 0.888 -0.289 -2.556 0.09 0.23 0.48
Si 2.551 0.265 -3.194 -0.50 0.53 0.20
Cl 0.041 0.448 1.381 1.99 1.74 0.29
Cl 2.288 2.351 -2.826 0.11 -0.59 -0.11
H -0.730 -1.381 -1.481 -0.90 -0.33 0.75
H 1.085 1.358 1.493 -2.00 -1.73 -0.25
```
Forces are in eV/Å.

For reference, the Mulliken charges in units of e are: C 0.21; C -0.59; Si 0.20; Cl -0.27; Cl -0.24; H 0.42; H 0.27